C26H35N2Sn as an isolated structure in a non-equilibrium geometry. Source: OMol25; level of theory: ωB97M-V/def2-TZVPD.

## Properties
Total energy = -1335.2102 Eh
Energy relative to the best compared isomer or geometry (same formula, charge and spin) = 0.0000 eV
Frontier orbital gap = 5.57 eV

```
! wB97M-V def2-TZVPD RIJCOSX def2/J DEFGRID3
* xyz 1 1
C 1.08 -2.62 0.33
C 1.97 -1.80 -0.46
C 1.48 -1.79 -1.80
C 0.24 -2.51 -1.83
C 0.01 -3.05 -0.52
Sn -0.20 -0.13 0.10
C -2.87 0.91 -0.39
C -2.64 0.52 0.94
H -2.78 1.22 1.78
C -2.13 -0.81 1.23
H -2.61 -1.64 0.69
H -1.82 -1.08 2.25
C -2.78 2.34 -0.79
H -2.12 2.90 -0.12
H -2.35 2.42 -1.80
H -3.75 2.86 -0.80
C -3.26 -0.11 -1.42
H -3.00 -1.14 -1.13
H -4.35 -0.12 -1.62
H -2.76 0.09 -2.37
C 3.20 -1.12 0.03
H 3.14 -0.87 1.10
H 4.06 -1.80 -0.10
H 3.42 -0.20 -0.53
C 2.16 -1.12 -2.93
H 2.60 -0.16 -2.62
H 2.97 -1.75 -3.32
H 1.47 -0.92 -3.77
C -0.70 -2.61 -2.97
H -0.69 -1.70 -3.58
H -0.44 -3.45 -3.63
H -1.73 -2.78 -2.62
C -1.14 -3.89 -0.11
H -2.08 -3.59 -0.60
H -0.95 -4.94 -0.39
H -1.29 -3.86 0.98
C 1.31 -3.06 1.73
H 0.38 -3.26 2.27
H 1.89 -4.00 1.70
H 1.90 -2.33 2.30
C 0.33 1.37 -1.46
C 1.10 2.47 -1.07
C -0.11 1.30 -2.79
C 1.33 3.53 -1.96
H 1.54 2.50 -0.06
C 0.26 2.30 -3.72
H -0.73 0.47 -3.14
C 0.96 3.43 -3.29
H 1.82 4.44 -1.59
H -0.03 2.18 -4.76
H 1.20 4.22 -4.00
N 0.92 2.67 5.85
C 0.68 2.06 4.66
C 0.71 0.65 4.56
C 0.50 0.07 3.32
N 0.37 0.82 2.19
C 0.22 2.16 2.30
C 0.42 2.83 3.50
H 1.12 2.15 6.69
H 0.92 3.67 5.95
H 0.90 0.03 5.44
H 0.43 -1.03 3.24
H -0.07 2.74 1.41
H 0.39 3.91 3.54
*
```